No. 1
Here is C25H15N7O4S5Ti as an isolated structure from the Open Molecules 2025 dataset. Energies are from wB97M-V/def2-TZVPD.

Summary:
Energy = -4486.44389 a.u.
Energy above the lowest of the compared OMol25 structures with the same formula, charge and spin = 43.9 kJ/mol

Geometry (Å):
Ti  0.4003  0.7232  -1.7014
O  2.7680  -1.7850  0.3124
C  2.3486  -1.0938  -0.5830
N  1.9162  0.2204  -0.4971
C  2.3950  1.0723  0.4703
O  3.2058  0.8284  1.3297
C  1.8005  2.4502  0.3111
C  2.2315  3.5053  1.0933
C  1.6580  4.7510  0.8885
C  0.6874  4.8914  -0.0908
C  0.3139  3.7839  -0.8354
N  0.8567  2.5871  -0.6279
C  2.1757  -1.5974  -1.9869
C  2.7710  -2.7520  -2.4541
C  2.5856  -3.0810  -3.7879
C  1.8132  -2.2540  -4.5919
C  1.2226  -1.1330  -4.0367
N  1.4073  -0.8245  -2.7551
H  3.0015  3.3240  1.8294
H  1.9682  5.6018  1.4794
H  0.2210  5.8453  -0.2890
H  -0.4306  3.8516  -1.6183
H  3.3661  -3.3492  -1.7787
H  3.0417  -3.9705  -4.1996
H  1.6551  -2.4748  -5.6373
H  0.5821  -0.4696  -4.6058
S  -6.0012  -1.3545  -4.9861
C  -4.6470  -0.9001  -4.1845
S  -4.0179  0.7149  -4.2013
C  -2.6242  0.4210  -3.1874
C  -2.4488  -0.8481  -2.7648
S  -1.1708  -1.3401  -1.7094
S  -3.6396  -2.0083  -3.3069
S  -1.5273  1.7217  -2.8392
O  3.3661  1.3968  -2.6676
N  2.5977  1.9717  -3.3758
O  1.3191  1.8239  -3.0747
N  -1.1891  -3.7806  7.9628
C  -1.2142  -3.1771  6.9862
C  -1.2470  -2.4206  5.7701
C  -0.5635  -2.8801  4.6469
C  -0.6042  -2.1563  3.4702
C  -1.3127  -0.9618  3.4272
C  -1.9905  -0.4940  4.5456
C  -1.9645  -1.2284  5.7162
N  -1.3440  -0.2095  2.2267
C  -2.3949  0.5366  1.7384
C  -1.9741  1.0595  0.5594
N  -0.6835  0.6535  0.3177
C  -0.3337  -0.1009  1.3363
H  -0.0142  -3.8094  4.6938
H  -0.1020  -2.5287  2.5884
H  -2.5198  0.4475  4.5065
H  -2.4879  -0.8756  6.5934
H  -3.3398  0.5929  2.2455
H  -2.5105  1.6622  -0.1527
H  0.6217  -0.5792  1.4820

---

No. 2
Here is a 4-piece molecular cluster, CH10N2O3 overall from the Open Molecules 2025 dataset. Energies are from wB97M-V/def2-TZVPD.

Summary:
Energy = -379.33194 a.u.
Energy above the lowest of the compared OMol25 structures with the same formula, charge and spin = 41.4 kJ/mol
SMILES = [H]/N=C/N.O.O.O

Geometry (Å):
N  0.3229  -0.3646  0.0609
C  1.5993  -0.7453  0.3273
N  2.5603  0.0812  0.2068
H  -0.4326  -0.7757  0.5920
H  0.1976  0.6259  -0.0936
H  1.7443  -1.7800  0.6326
H  3.4750  -0.3612  0.2565
H  -2.7072  1.1632  -1.4136
H  -1.3729  0.3379  -1.5754
O  -2.3055  0.2965  -1.3343
H  1.7283  2.2129  -0.4212
H  1.1269  2.7066  -1.7265
O  0.9656  2.7007  -0.7777
H  -2.3228  -2.3701  2.4725
H  -2.6571  -1.7046  1.1242
O  -1.9223  -2.0233  1.6698

---

No. 3
Here is a 6-piece molecular cluster, C33H38N6P overall from the Open Molecules 2025 dataset. Energies are from wB97M-V/def2-TZVPD.

Summary:
Charge = -1
Energy = -1949.97076 a.u.

Geometry (Å):
C  2.3065  2.1115  2.4323
C  1.9538  1.9400  1.1247
C  0.9936  0.7818  0.7360
P  -0.8442  1.3032  0.9918
C  -2.6919  1.7666  1.1603
C  -3.7172  0.9162  1.7613
C  -5.1111  1.2410  1.8857
N  -5.5993  2.4062  1.3932
C  -4.6776  3.2053  0.8327
C  -3.2641  3.0340  0.6678
H  2.4506  3.1293  2.8659
H  2.4484  1.2332  3.1043
H  2.3917  2.6249  0.3658
H  1.2350  -0.1024  1.3912
H  1.1439  0.4996  -0.3369
H  -1.1320  0.9197  -0.4048
H  -0.5238  2.6381  0.4757
H  -0.5993  1.6932  2.3730
H  -1.1546  -0.0829  1.3568
H  -3.3842  -0.0661  2.1710
H  -5.7911  0.5199  2.3796
H  -5.0800  4.1652  0.4163
H  -2.6116  3.7997  0.1940
N  5.7516  0.9996  2.2099
C  6.6109  -0.0199  2.2782
C  7.6995  -0.0611  3.1357
C  7.9139  1.0215  3.9719
C  7.0377  2.0935  3.9201
C  5.9769  2.0334  3.0281
H  6.4015  -0.8420  1.6011
H  8.3609  -0.9178  3.1470
H  8.7541  1.0300  4.6567
H  7.1727  2.9575  4.5579
H  5.2618  2.8464  2.9551
N  7.1139  -0.9595  -2.5749
C  6.2803  -0.4495  -1.6613
C  4.9423  -0.7972  -1.5557
C  4.4346  -1.7247  -2.4506
C  5.2774  -2.2671  -3.4088
C  6.6008  -1.8539  -3.4262
H  6.7216  0.2750  -0.9848
H  4.3152  -0.3521  -0.7928
H  3.3935  -2.0220  -2.4023
H  4.9159  -2.9942  -4.1258
H  7.2993  -2.2528  -4.1551
N  -4.3292  2.4122  -3.4156
C  -4.8930  3.1351  -2.4414
C  -5.3674  4.4270  -2.6179
C  -5.2479  5.0047  -3.8708
C  -4.6648  4.2750  -4.8949
C  -4.2266  2.9901  -4.6157
H  -4.9617  2.6425  -1.4778
H  -5.8178  4.9649  -1.7940
H  -5.6052  6.0128  -4.0483
H  -4.5533  4.6928  -5.8875
H  -3.7668  2.3786  -5.3858
N  3.4812  -4.7290  -5.3422
C  3.5466  -5.7310  -4.4601
C  2.5908  -6.7288  -4.3536
C  1.5007  -6.6854  -5.2074
C  1.4096  -5.6552  -6.1291
C  2.4217  -4.7090  -6.1562
H  4.4161  -5.7202  -3.8110
H  2.6972  -7.5179  -3.6211
H  0.7306  -7.4460  -5.1550
H  0.5730  -5.5873  -6.8118
H  2.3961  -3.8858  -6.8623
N  -5.7571  -0.7747  5.0906
C  -6.6604  0.0763  5.5843
C  -7.9284  -0.2995  6.0013
C  -8.2833  -1.6344  5.8976
C  -7.3639  -2.5359  5.3865
C  -6.1211  -2.0567  5.0012
H  -6.3377  1.1104  5.6425
H  -8.6188  0.4344  6.3960
H  -9.2655  -1.9687  6.2114
H  -7.6044  -3.5867  5.2891
H  -5.3667  -2.7245  4.5983

---

No. 4
Here is the molecule C11H18N2O from the Open Molecules 2025 dataset. Energies are from wB97M-V/def2-TZVPD.

Summary:
Energy = -614.63012 a.u.
Energy above the lowest of the compared OMol25 structures with the same formula, charge and spin = 181.3 kJ/mol
SMILES = CC(C)C1=NC(=O)N[C@H]2CCCC[C@@H]12

Geometry (Å):
O  1.7430  -3.0121  -1.0537
N  1.5483  -0.7647  -0.9658
C  1.0698  -2.0360  -0.7522
C  0.8269  0.3302  -0.8358
N  -0.2802  -2.2520  -0.7358
C  3.0088  1.8945  -0.7772
C  0.6360  2.9760  -0.6545
C  -0.7592  -0.8286  2.1080
C  -1.7705  -1.9664  1.6118
C  -0.7375  0.4070  1.1753
C  -2.2936  -1.6929  0.1931
C  1.4520  1.7466  -1.1410
C  -0.6628  0.2142  -0.3063
C  -1.2274  -1.2214  -0.7346
H  -0.5398  -3.1485  -1.2678
H  3.4031  2.9039  -0.8968
H  3.0755  1.6151  0.3354
H  3.5192  1.1484  -1.3269
H  0.3864  2.7837  0.4268
H  1.2255  3.8488  -0.7916
H  -0.1941  3.0205  -1.3187
H  -1.0637  -0.4576  3.1182
H  0.1712  -1.2065  2.1760
H  -2.6521  -1.9148  2.2787
H  -1.1578  -2.9051  1.6441
H  -1.5059  1.0563  1.4635
H  0.1684  0.9830  1.4722
H  -3.1197  -0.9014  0.3145
H  -2.8800  -2.6046  -0.1690
H  1.6280  2.0218  -2.1893
H  -1.3617  1.0802  -0.6686
H  -1.6562  -1.1175  -1.7320

---

- The lowest energy belongs to which entry?
  C25H15N7O4S5Ti